No. 1
{
  "formula": "C3H3N3O",
  "method": "wB97M-V/def2-TZVPD",
  "smiles": "O=c1nccn[nH]1",
  "lumo_energy_ev": [-1.2, -1.8],
  "molar_mass_g_mol": 97.077,
  "gap_ha": [0.3144, 0.3003],
  "relative_energy_kj_mol": 530.6,
  "charge": 0,
  "multiplicity": 1,
  "symbols": ["O", "C", "N", "N", "C", "C", "N", "H", "H", "H"],
  "coordinates": [[2.1676, -1.0887, -0.2875], [1.1284, -0.5646, -0.0504], [0.9562, 0.9281, -0.0875], [-0.0861, 0.8791, 0.7943], [-1.1817, 0.5837, -0.0573], [-1.2191, -0.7652, -0.0328], [-0.0154, -1.2068, 0.4845], [1.7795, 1.3603, 0.3316], [-1.5490, 1.3454, -0.7381], [-1.9804, -1.4713, -0.3569]],
  "atomic_forces_ev_per_a": [[-0.466, 0.196, 0.135], [0.568, 0.264, -0.114], [0.296, -0.416, -0.163], [-0.536, 0.572, 0.264], [0.167, 0.196, 0.093], [0.142, -0.260, -0.006], [-0.336, -0.384, -0.318], [0.011, -0.130, -0.072], [-0.015, -0.180, 0.069], [0.168, 0.143, 0.112]]
}

No. 2
{
  "formula": "C5H10OS",
  "method": "wB97M-V/def2-TZVPD",
  "lumo_energy_ev": 0.6,
  "molar_mass_g_mol": 118.201,
  "gap_ha": 0.3323,
  "relative_energy_kj_mol": 720.9,
  "charge": 0,
  "multiplicity": 1,
  "symbols": ["C", "C", "C", "C", "C", "H", "H", "H", "H", "H", "H", "H", "H", "H", "H", "O", "S"],
  "coordinates": [[0.0295, 2.0763, 0.0738], [-0.2611, -0.3199, -0.0953], [-1.5362, -0.4021, 0.6968], [0.8097, -1.1563, 0.1323], [2.0579, -1.2060, -0.5298], [-0.6158, 3.0483, -0.7163], [1.2459, 2.0632, 0.2559], [-0.6954, 1.8637, 1.1637], [-1.4353, 0.5895, 0.9931], [-1.5678, -1.0990, 1.5716], [-2.9442, 0.1444, -1.3262], [0.7542, -1.9354, 1.0211], [2.9606, -0.4276, 0.0966], [2.5738, -2.6291, -0.4527], [1.8604, -0.7212, -1.6667], [-0.1921, 0.8223, -0.7852], [-3.0442, -0.7111, -0.4325]],
  "atomic_forces_ev_per_a": [[-1.754, -0.643, -0.506], [1.864, -2.898, 2.442], [0.027, -1.467, -1.463], [-3.203, -0.883, 2.809], [4.791, 0.391, -1.847], [2.672, -3.041, 2.903], [-3.403, 0.758, -0.338], [2.786, 1.437, -3.282], [-1.780, 1.449, 1.394], [-0.034, 0.499, -1.111], [0.831, 2.566, -2.145], [-0.647, 1.564, -2.041], [-2.485, -2.612, -2.043], [-1.424, 4.654, -0.664], [1.276, -1.705, 2.920], [0.280, 2.585, -0.595], [0.204, -2.654, 3.567]]
}

No. 3
{
  "formula": "C11H21AlCl2NO",
  "method": "wB97M-V/def2-TZVPD",
  "lumo_energy_ev": [3.0, 3.0],
  "molar_mass_g_mol": 281.183,
  "gap_ha": [0.2131, 0.1288],
  "relative_energy_kj_mol": 359.6,
  "charge": -1,
  "multiplicity": 1,
  "symbols": ["Al", "Cl", "Cl", "C", "H", "H", "C", "C", "H", "C", "H", "C", "H", "H", "C", "H", "H", "C", "H", "H", "H", "H", "C", "N", "C", "C", "C", "O", "H", "H", "H", "H", "H", "H", "H", "H", "H"],
  "coordinates": [[1.6805, -0.0341, -0.4477], [1.4160, -2.2208, -0.4042], [2.2649, 0.8448, 1.6401], [3.5322, -0.0579, -0.6644], [3.9696, 0.9470, -0.8709], [3.7228, -0.7383, -1.5292], [-0.5569, 1.0864, -1.4805], [0.5698, 0.6053, -1.8977], [-0.5501, 1.8320, -0.6339], [0.6812, -0.4103, -3.0633], [1.6840, 1.0355, -1.7538], [-0.5091, -0.2944, -3.9539], [1.6109, -0.2143, -3.5995], [0.8110, -1.4381, -2.6872], [-1.7682, -0.3897, -3.1023], [-0.4473, 0.7009, -4.4023], [-0.5271, -1.0506, -4.7338], [-1.8645, 0.5722, -1.9171], [-2.6729, -0.3206, -3.7253], [-1.8062, -1.4054, -2.6343], [-2.5648, 1.4355, -2.1280], [-2.3135, 0.0364, -1.0646], [-0.3482, 0.0955, 4.4234], [-0.3632, -0.4806, 3.0837], [0.1989, -1.8166, 2.9815], [-0.6055, 0.2086, 1.9797], [-1.1316, 1.6159, 2.1153], [-0.3248, -0.2769, 0.8380], [-0.1808, -0.7135, 5.1408], [-1.3109, 0.5655, 4.6388], [0.4423, 0.8459, 4.5651], [-0.3607, -2.3941, 2.2357], [1.2566, -1.8033, 2.6730], [0.1183, -2.2920, 3.9607], [-0.3047, 2.2730, 2.4312], [-1.4936, 1.9634, 1.1475], [-1.9545, 1.6875, 2.8395]],
  "atomic_forces_ev_per_a": [[1.355, -3.058, 4.991], [-0.334, -1.049, 0.053], [-0.770, 0.814, 0.700], [0.412, 0.477, -2.436], [0.375, -0.455, 0.187], [0.657, 0.172, 0.255], [-3.278, 3.439, 2.757], [6.117, -0.799, -4.370], [-0.096, -0.627, -1.294], [0.854, -0.221, 0.839], [-2.925, 1.003, -1.354], [-0.575, 0.749, 0.264], [0.120, 0.153, -0.073], [-0.323, 0.263, -0.081], [-0.825, -1.297, 0.277], [-0.250, 0.016, -0.355], [0.049, -0.059, -0.141], [-0.987, 0.531, 0.113], [0.183, 0.042, 0.128], [0.177, 0.484, -0.590], [0.717, -0.714, 0.109], [-0.166, 0.057, -0.112], [-0.250, 0.297, -0.104], [0.128, -0.599, 1.222], [0.291, -0.424, -0.518], [1.014, -0.160, -2.621], [-0.141, 0.187, 0.187], [-1.341, 0.865, 2.284], [-0.115, 0.262, -0.153], [0.075, -0.006, 0.128], [-0.047, -0.176, -0.241], [0.246, 0.146, 0.126], [-0.354, 0.137, -0.002], [-0.051, -0.038, -0.147], [-0.234, -0.272, -0.060], [0.065, -0.140, 0.130], [0.227, 0.000, -0.095]]
}

No. 4
{
  "formula": "CH3IN2",
  "method": "wB97M-V/def2-TZVPD",
  "smiles": "C1N=N1.I",
  "lumo_energy_ev": 0.5,
  "molar_mass_g_mol": 169.953,
  "gap_ha": 0.3892,
  "relative_energy_kj_mol": 96.7,
  "charge": 0,
  "multiplicity": 1,
  "symbols": ["C", "N", "N", "I", "H", "H", "H"],
  "coordinates": [[0.4647, 0.0453, 0.6827], [0.4097, 0.9331, -0.4534], [-0.1112, 1.3666, 0.5212], [-3.4251, 0.0609, -0.6717], [-0.0819, -0.8209, 0.7600], [1.3677, 0.1003, 1.1728], [-4.1054, 1.2245, -1.5894]],
  "atomic_forces_ev_per_a": [[0.745, 1.103, 0.085], [0.605, -0.286, -2.523], [-1.609, 1.228, 1.432], [-0.288, 0.329, -0.293], [-1.582, -1.583, -0.136], [1.887, -0.428, 1.142], [0.242, -0.363, 0.294]]
}

No. 5
{
  "formula": "C7H11NOS",
  "method": "wB97M-V/def2-TZVPD",
  "smiles": "O=CCCCCCN=C=S",
  "lumo_energy_ev": 0.7,
  "molar_mass_g_mol": 157.238,
  "gap_ha": 0.3502,
  "relative_energy_kj_mol": 75.9,
  "charge": 0,
  "multiplicity": 1,
  "symbols": ["C", "C", "C", "C", "C", "C", "C", "H", "H", "H", "H", "H", "H", "H", "H", "H", "H", "H", "N", "O", "S"],
  "coordinates": [[-1.5778, 1.6839, 0.4725], [-2.2686, 0.4639, -0.2749], [-1.7486, -0.8946, 0.2445], [-0.4138, -1.4062, -0.2351], [0.8149, -0.7059, 0.3534], [1.3762, 0.4971, -0.4353], [3.9711, 0.5609, -0.0914], [-1.6821, 1.6422, 1.5900], [-3.3380, 0.4425, -0.2753], [-1.9463, 0.5370, -1.3564], [-2.3665, -1.7878, 0.0506], [-1.8297, -0.8762, 1.3337], [-0.3247, -2.4161, 0.0432], [-0.4086, -1.3659, -1.3245], [1.5828, -1.4841, 0.3026], [0.6769, -0.4839, 1.4082], [0.9688, 1.4482, -0.1957], [1.3291, 0.4399, -1.5724], [2.7788, 0.6295, -0.0603], [-1.1623, 2.6338, -0.0903], [5.5684, 0.4420, 0.1127]],
  "atomic_forces_ev_per_a": [[-2.885, -2.135, 0.312], [2.754, -0.389, -1.267], [-0.991, -0.786, 0.636], [0.309, 2.124, 0.119], [0.368, -0.500, -1.250], [1.394, -0.445, -0.721], [-1.222, -0.167, 0.697], [0.447, -0.064, -0.292], [-0.702, 0.578, 0.430], [-0.458, 0.207, 0.971], [-0.782, 0.880, -0.463], [0.519, 0.111, 0.295], [-0.052, -1.415, 0.301], [0.177, -0.027, -0.143], [0.254, 0.334, 0.152], [-0.038, 0.262, 0.072], [-0.790, 0.617, 0.319], [-0.079, -0.451, 1.400], [1.828, -0.010, -0.568], [0.942, 1.116, -0.620], [-0.992, 0.158, -0.382]]
}